{
  "formula": "C3H11N3P",
  "method": "ωB97M-V/def2-TZVPD",
  "symbols": ["C", "C", "C", "N", "N", "N", "P", "H", "H", "H", "H", "H", "H", "H", "H", "H", "H", "H"],
  "positions_angstrom": [[-2.13064, 0.26584, 0.44443], [1.30373, -1.62148, 0.18304], [2.62766, 0.72127, -0.20039], [-1.82136, 0.36799, -0.81645], [-3.36788, -0.03087, 0.85924], [-0.56809, 0.63681, -1.07118], [1.25447, 0.07695, 0.77885], [-1.41377, 0.41116, 1.26038], [2.29704, -2.09570, 0.01583], [0.82377, -1.46535, -0.76078], [0.70961, -2.25726, 0.89107], [2.30845, 1.78582, -0.50887], [2.97064, 0.16738, -0.97307], [3.49061, 0.98710, 0.58038], [-3.56400, -0.01400, 1.84557], [-4.26785, 0.11792, 0.37111], [-0.28512, 1.58371, -0.87975], [-0.36728, 0.36270, -2.01941]],
  "total_charge": 1,
  "e_homo_ev": [-12.445, -12.445],
  "e_tot_ha": -626.175916,
  "de_lowest_kcal_mol": 38.6,
  "lumo_energy_ev": [-5.590, -5.590]
}